The following is a DFT calculation (ωB97M-V/def2-TZVPD) of a structure of composition C14H24N2O2.

Last column: Löwdin charge in e.
Cartesian coordinates (Å):
C (-4.94025, -1.05928, -0.77867)  -0.106
C (-5.20878, -0.09728, 0.24902)  -0.265
C (-4.31910, 1.25457, 0.26030)  -0.169
C (-3.16500, 0.98701, 1.12310)  -0.089
N (-2.27395, -0.16104, 0.51296)  0.174
C (-1.30229, 0.23141, -0.07043)  -0.672
O (-1.06368, 1.32135, -0.29631)  0.153
C (-0.45181, -0.89122, -0.66525)  -0.166
C (0.15102, -1.57948, 0.57066)  -0.028
C (1.66876, -1.10131, 0.70615)  -0.344
O (2.32465, -0.95814, 1.67694)  0.114
N (1.78308, -0.37874, -0.57295)  -0.048
C (3.14261, 0.02363, -0.92594)  -0.220
H (3.05297, 0.55710, -1.83327)  0.131
C (3.33025, 1.45621, -0.08903)  -0.109
H (2.90464, 2.33688, -0.33369)  0.052
C (4.87647, 1.33881, 0.36334)  -0.264
C (5.12981, -0.02835, 0.59577)  -0.252
H (6.33799, -0.08027, 0.39507)  0.183
C (4.34590, -0.62153, -0.47600)  -0.220
H (4.05484, -1.68937, -0.40827)  0.146
H (4.84274, -0.61257, -1.35753)  0.090
H (4.78128, -0.18595, 1.53853)  0.081
H (5.02939, 2.16226, 1.34980)  0.168
H (5.37423, 2.06037, -0.79982)  0.194
H (2.88735, 1.37879, 0.97011)  0.117
C (0.78380, -0.67065, -1.39263)  -0.182
H (0.64567, 0.67738, -1.83257)  0.235
H (0.88318, -1.22306, -2.10186)  0.032
H (-0.26655, -1.44221, 1.68105)  0.173
H (0.27071, -2.57619, 0.48171)  0.068
H (-1.12592, -1.60486, -1.22496)  0.173
H (-2.47650, -0.90712, 0.89151)  0.044
H (-3.52043, 0.64191, 2.15556)  0.152
H (-2.70994, 1.90112, 1.15003)  0.081
H (-4.13852, 1.63411, -0.69001)  0.097
H (-5.02260, 2.00497, 0.52513)  0.097
H (-6.40116, 0.23792, 0.36835)  0.152
H (-5.33049, -0.55232, 1.23492)  0.089
H (-4.08397, -1.28511, -0.67045)  -0.051
H (-5.00745, -0.65029, -1.67146)  0.044
H (-5.79292, -1.84947, -0.60891)  0.147

The value obtained for the orbital gap is 8.819 eV. For the total energy, the calculation gives -21970.4189 eV. As for the strongest force on any atom: 13.3 eV Å⁻¹. The multiplicity is 1. The value obtained for the energy above the lowest of the compared OMol25 structures with the same formula, charge and spin is 325.2 kcal per mole. As for the HOMO energy: -0.3003 hartree.